No. 1
15
Properties=species:S:1:pos:R:3 method="wB97M-V/def2-TZVPD" de_lowest_ev=5.465 homo_lumo_gap_ev=10.24
C 0.83 0.80 0.03
C 0.19 -0.31 -1.02
C 0.19 -0.34 1.03
C -1.35 -0.15 0.73
C -1.46 -0.38 -0.70
H 2.25 -0.33 -0.40
H 0.52 1.76 0.14
H 0.71 -0.87 -1.84
H 0.60 -0.46 2.04
H -1.91 -0.73 1.48
H -2.62 1.34 -0.06
H -2.15 -0.93 -1.17
N -1.65 1.04 -0.11
O 2.30 0.65 -0.05
O 0.68 -1.24 0.07


No. 2
15
Properties=species:S:1:pos:R:3 method="wB97M-V/def2-TZVPD" de_lowest_ev=3.917 smiles="C=C/C=C(/O)[C@H]1OC1=O" homo_lumo_gap_ev=9.50
C 0.81 1.66 1.04
C 0.02 0.83 1.70
C -0.99 0.22 0.92
C -0.79 -0.42 -0.19
O -1.78 -1.06 -0.94
C 0.53 -0.50 -0.79
O 1.21 -1.85 -0.61
C 0.70 -1.56 -1.72
O 0.90 -1.96 -2.82
H 1.55 2.21 1.52
H 0.63 2.14 0.09
H -0.05 0.79 2.77
H -2.07 0.24 1.26
H -1.66 -1.05 -1.90
H 1.00 0.31 -0.32


No. 3
17
Properties=species:S:1:pos:R:3 method="wB97M-V/def2-TZVPD" de_lowest_ev=1.100 s2=0.75 total_charge=+2 spin_multiplicity=2 homo_lumo_gap_ev="11.79 / 6.27"
C 1.98 0.91 -0.80
C 0.68 0.26 -0.27
C 0.91 -0.42 1.08
S -0.59 -1.22 1.78
H 1.88 1.19 -1.86
H 2.84 0.17 -0.69
H 2.27 1.85 -0.24
H -0.10 1.02 -0.23
H 0.45 -0.58 -0.97
H 1.30 0.28 1.82
H 1.64 -1.26 0.96
H -1.00 -0.13 2.45
N -2.46 -0.40 -0.63
H -1.69 -0.84 -0.08
H -2.47 -0.73 -1.58
H -3.36 -0.69 -0.15
H -2.30 0.58 -0.61


No. 4
36
Properties=species:S:1:pos:R:3 method="wB97M-V/def2-TZVPD" de_lowest_ev=1.655 smiles=OCNCCCCS.O.O.O.O.O homo_lumo_gap_ev=9.54
O -1.45 -0.15 -2.78
C -0.59 -0.82 -1.82
N -0.60 0.04 -0.66
C 0.49 0.00 0.36
C 1.43 1.22 0.23
C 2.40 1.37 -0.99
C 3.06 0.11 -1.52
S 4.47 -0.38 -0.42
H -1.13 -0.33 -3.65
H 0.35 -0.97 -2.34
H -1.21 -1.68 -1.54
H -0.66 0.96 -1.09
H 0.15 0.05 1.39
H 1.14 -0.86 0.18
H 0.80 2.13 0.18
H 2.00 1.40 1.15
H 1.79 1.87 -1.76
H 3.17 2.05 -0.62
H 2.38 -0.66 -1.86
H 3.60 0.35 -2.45
H 3.78 -0.75 0.66
O -0.52 -0.53 3.55
H 0.27 -0.40 4.08
H -1.01 0.31 3.67
O -0.89 -3.74 0.16
H -1.40 -3.39 0.91
H -1.62 -3.80 -0.46
O -4.51 0.93 1.71
H -4.05 0.84 0.86
H -4.25 0.15 2.21
O -3.55 1.10 -1.06
H -2.89 0.42 -0.97
H -3.06 1.79 -1.50
O -1.79 1.46 2.40
H -2.75 1.47 2.40
H -1.47 2.39 2.41


No. 5
56
Properties=species:S:1:pos:R:3 method="wB97M-V/def2-TZVPD" smiles="O=C(O)CC1=C(CCCO)C(=O)C=C(I)C1=O.C[N+](=O)[O-].C[N+](=O)[O-].C[N+](=O)[O-].C[N+](=O)[O-]" homo_lumo_gap_ev=7.90
O 1.09 -0.76 0.13
C 0.46 -0.78 -0.88
O 0.50 -1.88 -1.69
C -0.50 0.31 -1.33
C -0.02 1.31 -2.36
C -0.79 1.70 -3.40
C -2.18 1.19 -3.70
C -3.29 2.16 -3.24
C -3.23 2.44 -1.75
O -4.38 3.20 -1.38
C -0.31 2.75 -4.36
O -1.03 3.13 -5.26
C 1.03 3.34 -4.17
C 1.78 2.94 -3.15
I 3.62 3.83 -2.77
C 1.33 1.91 -2.18
O 2.05 1.60 -1.25
H 0.34 -1.62 -2.61
H -1.40 -0.18 -1.70
H -0.78 0.84 -0.41
H -2.35 0.19 -3.32
H -2.25 1.13 -4.79
H -4.24 1.70 -3.49
H -3.20 3.08 -3.82
H -3.21 1.48 -1.21
H -2.32 2.99 -1.51
H -4.15 3.74 -0.62
H 1.32 4.11 -4.88
C 0.42 -3.45 2.39
N -0.71 -3.14 3.31
O -0.48 -3.04 4.50
O -1.81 -3.01 2.81
H 1.33 -3.53 2.97
H 0.18 -4.38 1.89
H 0.48 -2.62 1.68
C -0.70 -4.35 7.43
N 0.36 -4.80 8.38
O 0.60 -4.11 9.34
O 0.92 -5.85 8.11
H -1.10 -3.41 7.80
H -0.23 -4.22 6.46
H -1.45 -5.12 7.40
C 0.91 5.13 0.54
N 0.06 4.99 -0.67
O -0.89 4.23 -0.61
O 0.39 5.63 -1.64
H 0.51 4.50 1.32
H 1.92 4.83 0.27
H 0.90 6.18 0.83
C 3.42 -3.83 -1.13
N 3.62 -3.66 0.33
O 4.57 -3.01 0.71
O 2.79 -4.18 1.06
H 4.23 -3.32 -1.65
H 3.44 -4.90 -1.33
H 2.45 -3.41 -1.38


No. 6
19
Properties=species:S:1:pos:R:3 method="wB97M-V/def2-TZVPD" de_lowest_ev=0.564 total_charge=+1 homo_lumo_gap_ev=10.06
C -2.39 1.06 -0.34
C -2.91 -1.18 0.37
C -1.29 0.32 -0.05
C 1.05 -0.22 0.14
C 0.05 0.76 -0.37
N -1.63 -0.91 0.22
N 0.22 2.20 0.23
N 0.73 -1.58 -0.35
S -3.82 0.18 -0.02
H -2.45 2.10 -0.76
H -3.36 -2.12 0.44
H 2.07 0.11 -0.15
H 1.04 -0.17 1.20
H -0.01 0.89 -1.55
H -0.12 2.12 1.25
H 1.18 2.36 0.30
H 1.52 -2.15 -0.02
H 0.59 -1.75 -1.34
H -0.60 -1.52 0.12


No. 7
67
Properties=species:S:1:pos:R:3 method="wB97M-V/def2-TZVPD" s2=0.78 total_charge=-1 spin_multiplicity=2 homo_lumo_gap_ev="5.00 / 6.32"
Al 1.60 2.99 0.83
C -1.02 -9.19 -4.68
O -0.18 -8.92 -3.58
C -0.04 -7.62 -3.20
C -0.67 -6.56 -3.83
C -0.46 -5.26 -3.36
C 0.37 -5.02 -2.27
C 0.99 -6.11 -1.65
C 0.78 -7.39 -2.11
C 0.61 -3.67 -1.75
N 1.35 -3.40 -0.70
C 1.30 -2.03 -0.56
C 0.52 -1.47 -1.55
N 0.09 -2.53 -2.31
C 0.26 -0.07 -1.70
C -0.54 0.52 -2.66
C -0.67 1.94 -2.63
C -0.06 2.66 -1.65
N 0.70 2.11 -0.67
C 0.88 0.73 -0.72
C 1.68 0.19 0.30
N 2.18 1.09 1.18
C 2.86 0.64 2.24
C 3.12 -0.70 2.44
C 2.65 -1.64 1.52
C 1.91 -1.20 0.44
H -1.00 -10.27 -4.82
H -0.66 -8.70 -5.59
H -2.05 -8.87 -4.49
H -1.32 -6.71 -4.68
H -0.96 -4.45 -3.87
H 1.63 -5.92 -0.80
H 1.26 -8.23 -1.63
H -0.50 -2.48 -3.11
H -1.04 -0.06 -3.42
H -1.27 2.46 -3.37
H -0.17 3.73 -1.61
H 3.20 1.39 2.94
H 3.68 -1.01 3.31
H 2.82 -2.70 1.66
O 3.93 9.08 2.42
C 3.58 7.99 2.05
S 4.33 6.48 2.58
C 3.36 5.40 1.59
C 2.42 5.97 0.82
S 1.37 5.07 -0.24
S 2.28 7.71 0.89
S 3.67 3.69 1.66
C -3.48 3.74 4.85
C -2.09 3.18 5.02
O -1.88 2.00 4.23
P -1.33 2.01 2.73
S -1.11 0.21 2.08
S 0.26 3.29 2.73
O -2.54 2.81 2.01
C -2.41 3.11 0.61
C -3.68 3.78 0.16
H -3.63 4.56 5.55
H -4.23 2.97 5.05
H -3.63 4.11 3.84
H -1.92 2.86 6.05
H -1.32 3.92 4.77
H -2.24 2.18 0.07
H -1.54 3.76 0.47
H -4.54 3.13 0.30
H -3.60 4.03 -0.90
H -3.85 4.71 0.71


No. 8
51
Properties=species:S:1:pos:R:3 method="wB97M-V/def2-TZVPD" de_lowest_ev=0.029 s2=3.78 total_charge=+1 spin_multiplicity=4 homo_lumo_gap_ev="8.10 / 4.45"
Tc -0.63 -0.40 0.22
N 0.55 -1.23 3.26
C -0.72 -0.91 3.20
O -1.33 -0.47 2.19
C -1.58 -1.10 4.40
C -2.96 -1.14 4.13
N -4.06 -1.22 3.79
C -1.04 -1.33 5.66
N -0.53 -1.49 6.69
H 1.11 -1.24 2.40
H 0.95 -1.58 4.11
N -4.87 -2.23 1.09
C -3.70 -1.60 0.39
C -2.57 -2.65 0.45
O -2.89 -3.77 0.80
O -1.40 -2.28 0.08
H -4.92 -1.91 2.06
H -4.64 -3.24 1.08
H -5.76 -2.05 0.63
H -3.45 -0.67 0.89
H -3.96 -1.41 -0.65
C 4.46 1.25 -3.03
C 3.15 1.59 -2.38
C 3.01 1.60 -1.00
C 1.80 1.90 -0.39
C 1.76 2.00 1.12
C 0.69 2.18 -1.21
C 0.82 2.23 -2.61
C -0.35 2.57 -3.50
C 2.05 1.92 -3.16
C -0.65 2.41 -0.61
O -1.42 3.28 -0.86
O -1.00 1.43 0.30
H 5.18 0.89 -2.30
H 4.89 2.13 -3.52
H 4.33 0.49 -3.79
H 3.88 1.39 -0.38
H 2.67 2.48 1.47
H 1.73 1.00 1.57
H 0.91 2.56 1.48
H -1.24 1.99 -3.24
H -0.10 2.37 -4.54
H -0.62 3.62 -3.40
H 2.14 1.93 -4.24
F 2.02 -1.27 -2.79
C 1.25 -1.65 -1.81
F 0.12 -0.78 -1.82
F 0.76 -2.85 -2.05
C 1.94 -1.58 -0.42
O 3.10 -1.85 -0.33
O 1.12 -1.31 0.57


No. 9
13
Properties=species:S:1:pos:R:3 method="wB97M-V/def2-TZVPD" de_lowest_ev=5.678 total_charge=-1 homo_lumo_gap_ev=8.44
C 0.09 1.48 -1.93
C 0.36 0.87 -0.79
C -1.41 0.15 0.08
N 0.64 -0.67 1.80
O -1.45 -2.11 1.54
O 0.13 -1.84 -0.30
S -0.65 -1.19 0.72
H 0.95 1.70 -2.59
H -0.98 1.57 -2.27
H 1.34 0.79 -0.51
H -1.39 0.81 1.00
H 1.20 -0.04 1.11
H 1.18 -1.52 2.14


No. 10
20
Properties=species:S:1:pos:R:3 method="wB97M-V/def2-TZVPD" de_lowest_ev=6.090 smiles="C[C@H]1CN(N=O)CCC1=O" homo_lumo_gap_ev=9.92
C -0.58 2.06 -1.24
C -0.17 0.66 -0.90
C 1.02 0.65 0.12
N 1.33 -0.82 0.41
N 2.52 -1.19 0.07
O 2.61 -2.49 -0.20
C 0.14 -1.70 0.64
C -1.08 -0.82 1.11
C -1.31 0.28 0.01
O -2.52 0.69 -0.05
H -0.79 2.43 -0.20
H 0.36 2.45 -1.54
H -1.54 2.02 -1.92
H -0.21 0.03 -1.75
H 0.54 0.95 1.26
H 1.91 1.19 -0.28
H 0.57 -2.55 1.45
H -0.10 -2.16 -0.50
H -0.66 -0.34 2.01
H -2.04 -1.34 1.50


No. 11
16
Properties=species:S:1:pos:R:3 method="wB97M-V/def2-TZVPD" de_lowest_ev=3.346 homo_lumo_gap_ev=10.07
O 2.10 1.51 -0.30
C 1.64 0.38 0.03
C 0.24 0.02 0.33
C -0.25 -1.26 -0.25
C -1.71 -1.59 0.16
H 2.30 -0.43 -0.30
H -0.39 0.78 0.77
H 1.18 0.07 1.19
H 0.37 -2.06 0.17
H -0.22 -1.28 -1.34
H -2.21 -2.13 -0.66
H -1.80 -2.19 1.06
H -2.26 -0.66 0.28
H 0.14 3.73 -0.46
H 0.91 2.32 -0.35
O -0.02 2.80 -0.32


No. 12
66
Properties=species:S:1:pos:R:3 method="wB97M-V/def2-TZVPD" de_lowest_ev=0.661 s2=6.10 total_charge=+1 spin_multiplicity=5 homo_lumo_gap_ev="6.06 / 6.13"
Ir 0.69 -0.68 1.71
O 1.97 -4.16 0.06
C 1.82 -3.11 0.63
N 0.65 -2.58 1.16
C -0.45 -3.41 1.45
O -0.73 -4.41 0.85
C -1.26 -2.95 2.63
C -2.47 -3.57 2.89
C -3.21 -3.15 3.99
C -2.71 -2.13 4.78
C -1.49 -1.57 4.44
N -0.78 -1.97 3.40
C 3.00 -2.23 0.97
C 4.28 -2.59 0.62
C 5.33 -1.76 1.00
C 5.05 -0.61 1.71
C 3.73 -0.31 2.03
N 2.73 -1.11 1.66
H -2.80 -4.37 2.24
H -4.16 -3.62 4.22
H -3.26 -1.77 5.64
H -1.08 -0.76 5.04
H 4.42 -3.50 0.06
H 6.35 -2.01 0.74
H 5.83 0.06 2.03
H 3.47 0.58 2.57
Br -1.21 5.64 -7.67
C -1.53 3.99 -6.82
C -2.23 3.97 -5.62
C -2.47 2.77 -4.99
C -2.00 1.57 -5.56
C -1.31 1.61 -6.78
C -1.08 2.82 -7.41
N -2.17 0.34 -4.97
N -2.85 0.25 -3.88
C -2.33 0.11 -2.65
C -3.26 0.00 -1.60
C -2.87 -0.07 -0.27
C -1.54 -0.07 0.08
O -1.16 -0.08 1.37
C -0.56 -0.02 -0.95
N 0.75 -0.07 -0.56
C 1.70 -0.04 -1.46
C 1.44 0.05 -2.83
C 0.13 0.10 -3.25
C -0.92 0.08 -2.32
H -2.59 4.89 -5.19
H -3.02 2.73 -4.06
H -0.98 0.68 -7.22
H -0.55 2.85 -8.35
H -4.30 0.00 -1.87
H -3.62 -0.13 0.52
H 2.72 -0.08 -1.09
H 2.26 0.06 -3.53
H -0.09 0.14 -4.31
Br 0.33 2.83 0.95
C 0.68 2.31 2.71
C 0.73 3.30 3.69
C 1.03 2.94 4.99
C 1.29 1.61 5.28
C 1.21 0.69 4.26
N 0.91 1.02 2.98
H 0.54 4.32 3.41
H 1.08 3.70 5.76
H 1.53 1.28 6.28
H 1.39 -0.37 4.43